Below is 2 unconnected molecules or ions with the total composition C4H10OS in a non-equilibrium geometry, with properties calculated with ωB97M-V with the def2-TZVPD basis set.

```
! RIJCOSX wB97M-V def2-TZVPD def2/J DEFGRID3
* xyz 0 1
C 1.7039 -1.5699 0.6996
S 1.2030 -0.5823 -0.6998
C 1.1010 1.1463 0.0041
H 1.6669 -2.5570 0.5455
H 1.1424 -1.3495 1.5679
H 2.7527 -1.3365 0.8664
H 1.0954 1.9895 -0.7292
H 0.2609 1.1833 0.6898
H 2.0676 1.2214 0.5756
C -2.2123 1.2726 -0.2135
C -1.8059 0.1048 -0.7639
O -1.4562 -1.1579 -0.1253
H -2.7999 2.0252 -0.6355
H -2.0518 1.1398 0.9086
H -1.6617 -0.0476 -1.8628
H -1.0061 -1.4821 -0.8275
*
```

The structure (SMILES) is C=CO.CSC. For the LUMO energy, the calculation gives 0.0323 Ha. The value obtained for the largest force on an atom is 6.5 eV Å⁻¹. As for the energy above the lowest of the compared OMol25 structures with the same formula, charge and spin: 252.2 kJ/mol. The HOMO energy is -8.28 eV.